## 1
C10H15FN3 as an isolated structure, computed with ωB97M-V/def2-TZVPD.

Charge   +1
HOMO-LUMO gap (alpha / beta)   9.122 / 9.122 eV
Highest occupied orbital energy (alpha / beta)   -12.6885 / -12.6881 eV

Positions of all 29 atoms, in Å:
C (-1.6524, 1.9745, 1.5638)
C (-1.5516, 2.5228, 0.4113)
C (0.5608, 0.7106, 1.4395)
C (-0.0760, -0.0214, -0.8871)
C (-0.7807, 0.7728, 2.1698)
C (-1.5862, 1.2690, -1.8836)
C (-0.7287, 2.0854, -0.7815)
C (2.2528, -0.9393, -1.0473)
C (0.4329, -2.4925, -0.4839)
C (0.8775, -1.0592, -0.3594)
N (-1.0441, -0.0559, -1.7118)
N (0.3437, 1.1790, -0.4698)
N (1.1271, -0.5824, 1.0874)
F (1.5682, 1.4431, 1.8610)
H (-2.2094, 2.5987, 2.2932)
H (-2.3556, 3.1705, 0.0943)
H (-0.6192, 0.9534, 3.2133)
H (-1.2927, -0.0613, 1.7477)
H (-2.6115, 1.1307, -1.7727)
H (-1.3445, 1.6579, -2.8406)
H (-0.1861, 2.9271, -1.1684)
H (2.9837, -1.3788, -0.4118)
H (2.1325, -1.1437, -2.1580)
H (2.4377, 0.1004, -0.9507)
H (1.2161, -3.1826, -0.1776)
H (-0.4655, -2.8772, -0.0649)
H (0.3088, -2.6415, -1.5387)
H (0.7783, -1.2318, 1.8040)
H (2.2259, -0.4596, 1.2796)

Löwdin charges in e: -0.050, -0.066, -0.282, -0.387, -0.009, -0.075, -0.223, 0.013, -0.009, -0.400, 0.153, 0.134, 0.179, 0.142, 0.129, 0.127, 0.126, 0.116, 0.101, 0.113, 0.140, 0.086, 0.149, 0.071, 0.099, 0.086, 0.099, 0.192, 0.248

## 2
An isolated ion of composition C10H15FN3 and charge +1, computed with ωB97M-V/def2-TZVPD.

Charge   +1
HOMO-LUMO gap   6.998 eV
Highest occupied orbital energy   -10.2747 eV

Positions of all 29 atoms, in Å:
C (-3.3746, -0.9545, -0.0419)
C (2.2806, -1.3169, -0.3487)
C (-2.1186, -1.8949, -0.1617)
C (1.2969, -0.6225, 0.2387)
C (0.1384, -1.3108, 0.5954)
C (-3.4439, 0.0206, 1.1558)
C (3.5742, -0.5824, -0.8217)
C (1.5187, 0.6610, 1.0034)
C (2.6331, 1.4458, 0.2562)
C (-3.3321, 0.5774, -0.2394)
N (-0.9660, -1.4497, 0.1377)
N (-4.4154, 1.1661, -0.8618)
N (3.8606, 0.6652, -0.0570)
F (-2.0314, 1.0621, -0.4632)
H (-4.3215, -1.2797, -0.4056)
H (2.2274, -2.3952, -0.7705)
H (-2.2979, -2.7820, -0.6806)
H (-4.3698, 0.0900, 1.7769)
H (-2.5291, 0.0925, 1.6450)
H (4.4898, -1.1445, -0.5792)
H (3.6039, -0.3579, -1.8625)
H (0.6458, 1.2913, 0.9367)
H (1.8313, 0.5215, 2.0706)
H (2.2836, 1.8750, -0.8140)
H (3.0213, 2.2775, 0.8882)
H (-4.4046, 2.1899, -1.0880)
H (-4.6829, 0.6629, -1.7143)
H (4.2420, 0.4017, 0.8288)
H (4.6402, 1.0904, -0.6233)

Löwdin charges in e: -0.103, -0.020, -0.006, -0.278, 0.011, -0.010, -0.117, -0.090, -0.119, -0.526, 0.082, 0.115, 0.020, -0.001, 0.119, 0.155, 0.104, 0.133, 0.073, 0.134, 0.117, 0.121, 0.150, 0.193, 0.138, 0.127, 0.100, 0.166, 0.210

Quick one: most stable of them? 1

## 1
A 18-piece molecular cluster, H36O18 overall, computed with ωB97M-V/def2-TZVPD.

Charge   0
HOMO-LUMO gap   10.082 eV
Highest occupied orbital energy   -10.1902 eV

Positions of all 54 atoms, in Å:
O (-2.0422, -4.9305, 2.3085)
H (-1.7149, -4.2175, 1.7554)
H (-2.6505, -4.3114, 2.9173)
O (-1.4185, 4.5247, -4.1197)
H (-2.2537, 4.3157, -4.4885)
H (-1.4474, 4.8901, -3.3167)
O (2.3151, -5.7527, 0.3488)
H (2.4563, -4.7841, 0.3180)
H (1.5821, -5.9628, 0.8754)
O (-1.0575, 4.0001, -0.7213)
H (-0.0635, 3.6844, -0.7130)
H (-1.1330, 4.8803, -0.9100)
O (1.4708, 0.6430, -1.8823)
H (1.3032, 1.4773, -2.4676)
H (0.8950, -0.1861, -2.2949)
O (-1.5259, 5.3417, 2.5146)
H (-1.3635, 4.2932, 2.5167)
H (-2.4574, 5.3980, 2.6418)
O (0.2569, 2.2238, -4.2702)
H (-0.1308, 2.1369, -5.1565)
H (0.7935, 2.8695, -4.7704)
O (3.0814, 3.8091, -2.0893)
H (2.8600, 4.7740, -2.1824)
H (3.4031, 3.3914, -1.3146)
O (0.2533, -0.0947, 5.1536)
H (0.6493, -0.3743, 5.9979)
H (0.7363, -0.8011, 4.7197)
O (-2.6785, -2.7543, -1.8906)
H (-3.1885, -2.0639, -2.1369)
H (-2.5023, -3.2213, -2.6744)
O (1.6442, -2.2348, -3.1457)
H (2.5748, -2.0292, -3.4575)
H (1.6165, -2.8444, -2.3900)
O (-2.7779, 1.3762, 3.7722)
H (-1.8645, 1.1140, 3.9702)
H (-3.1542, 0.9398, 4.4905)
O (3.5115, 1.2716, 0.4429)
H (4.3945, 1.0402, 0.4841)
H (3.1492, 0.6979, -0.3534)
O (1.2201, 2.1288, 2.1604)
H (1.8614, 2.0259, 1.3959)
H (1.2038, 1.2504, 2.7290)
O (-1.7158, -1.3991, 3.2998)
H (-1.3281, -1.9672, 3.9065)
H (-2.5886, -1.3350, 3.6560)
O (-2.2575, -2.7738, -4.4752)
H (-2.4123, -2.1507, -5.3299)
H (-1.6359, -3.4313, -4.6880)
O (2.5037, -2.1194, 3.3927)
H (1.8302, -2.2178, 2.7535)
H (3.1720, -2.8153, 3.3401)
O (-0.9106, -2.6495, 0.1410)
H (-0.9292, -3.1849, -0.7565)
H (-1.5357, -1.8907, -0.0070)

Löwdin charges in e: -0.120, -0.028, 0.098, 0.017, 0.031, -0.051, -0.044, 0.043, 0.000, -0.057, 0.109, -0.039, -0.180, 0.042, 0.109, -0.111, 0.110, -0.007, -0.070, 0.042, 0.052, -0.066, 0.072, -0.007, -0.052, 0.056, 0.004, 0.001, -0.008, -0.013, -0.088, 0.080, 0.036, -0.034, 0.024, -0.012, -0.065, -0.010, 0.093, -0.140, 0.008, 0.079, -0.010, -0.008, 0.027, -0.082, 0.150, 0.011, -0.032, 0.008, 0.048, -0.145, 0.077, 0.051

## 2
A 18-piece molecular cluster, H36O18 overall, computed with ωB97M-V/def2-TZVPD.

Charge   0
HOMO-LUMO gap   10.635 eV
Highest occupied orbital energy   -10.8313 eV

Positions of all 54 atoms, in Å:
O (-3.3110, -2.2143, -0.1779)
H (-2.8291, -2.3165, 0.5608)
H (-2.6946, -1.5562, -0.7690)
O (3.4113, -3.3819, -1.4719)
H (3.6154, -2.8110, -0.7723)
H (4.2801, -3.2738, -1.8814)
O (2.7255, -1.4261, 1.9606)
H (2.8041, -0.8105, 1.1808)
H (3.5613, -1.1997, 2.3608)
O (0.5555, 0.2821, -1.4798)
H (0.9574, -0.3104, -2.1487)
H (0.2862, 1.1025, -2.0697)
O (0.0189, -5.7662, 1.0190)
H (-0.9325, -5.9415, 0.7529)
H (0.4862, -6.5034, 0.8641)
O (3.0186, 0.7766, -0.0657)
H (3.0259, 1.0478, 0.7612)
H (2.2771, 1.1879, -0.5225)
O (-2.9564, 1.0613, -0.6797)
H (-3.5948, 1.6783, -0.1424)
H (-3.0903, 0.1615, -0.4342)
O (2.7720, -3.2128, 4.4139)
H (2.2306, -3.5254, 3.6701)
H (2.2837, -2.5796, 4.8536)
O (3.2763, 3.9913, 0.2638)
H (2.9186, 3.0688, 0.0414)
H (2.7100, 4.4218, 0.8870)
O (0.6224, 5.0964, -2.3209)
H (0.3909, 6.0569, -2.4120)
H (0.5428, 4.8465, -1.4065)
O (-4.1178, -2.8276, -2.7105)
H (-4.8742, -2.1857, -2.8652)
H (-3.9462, -2.9308, -1.7884)
O (-0.9129, -1.0898, 0.0624)
H (-0.9791, -0.9215, -0.8301)
H (-0.0077, -1.3060, 0.1710)
O (-2.3510, 1.3514, 2.2476)
H (-3.3356, 0.7377, 2.0912)
H (-2.3103, 1.3549, 3.2575)
O (-1.2955, 5.5514, 0.5718)
H (-2.0406, 5.7721, -0.0758)
H (-0.8650, 4.9831, -0.0164)
O (-0.0805, -1.0041, 3.0884)
H (-0.9791, -0.7026, 2.8231)
H (0.4488, -1.3383, 2.4305)
O (-0.1486, 2.6970, -2.4931)
H (0.0791, 3.5339, -2.8620)
H (-1.1273, 2.7562, -2.7006)
O (-0.0844, 2.8401, 0.1357)
H (-0.2717, 2.7455, -0.7903)
H (-0.3226, 2.0110, 0.4989)
O (-0.2233, -3.0831, -1.7867)
H (0.7018, -2.8932, -1.6080)
H (-0.3180, -4.0020, -1.6864)

Löwdin charges in e: -0.061, -0.035, 0.110, -0.028, -0.009, 0.050, -0.059, 0.024, 0.039, -0.101, 0.075, 0.069, -0.026, 0.080, -0.046, 0.010, -0.044, 0.027, -0.078, 0.105, -0.037, -0.033, 0.044, -0.014, -0.070, 0.037, 0.015, -0.039, 0.103, 0.016, -0.085, 0.070, -0.042, -0.042, -0.035, 0.022, -0.178, 0.176, 0.057, -0.052, 0.083, -0.069, -0.039, 0.030, -0.062, -0.062, 0.010, 0.128, -0.025, -0.042, 0.010, -0.016, 0.025, 0.015

Quick one: most stable of them? 2

## 1
A 2-piece molecular cluster, C3H7NSi overall, computed with ωB97M-V/def2-TZVPD.

Charge   0
HOMO-LUMO gap   9.047 eV
Highest occupied orbital energy   -9.4956 eV

Positions of all 12 atoms, in Å:
C (-1.9903, -0.1101, 0.5425)
C (1.0775, -1.9339, 0.2738)
C (0.4170, 1.7301, -0.1669)
N (-2.8531, -0.3902, 1.2292)
Si (-0.4749, 0.0744, -0.5826)
H (0.8624, -2.7000, -0.3415)
H (2.0118, -1.5191, 0.0272)
H (0.7221, -1.9530, 1.2290)
H (0.9267, 1.7138, 0.6659)
H (0.9512, 2.1728, -1.0426)
H (-0.4170, 2.5286, -0.0071)
H (-1.2332, 0.3867, -1.8268)

Löwdin charges in e: -0.397, 0.031, -0.262, 0.049, 0.731, -0.066, -0.029, -0.045, -0.065, 0.036, 0.067, -0.050

## 2
A 2-piece molecular cluster, C3H7NSi overall, computed with ωB97M-V/def2-TZVPD.

Charge   0
HOMO-LUMO gap (alpha / beta)   7.267 / 7.259 eV
Highest occupied orbital energy (alpha / beta)   -7.5408 / -7.0574 eV

Positions of all 12 atoms, in Å:
C (-1.7935, -0.6879, -0.6347)
C (-1.6203, -0.1856, 0.5666)
C (2.0565, -0.5070, 0.2242)
N (2.8478, 0.0656, -0.4626)
Si (-0.4687, 1.3534, 0.6326)
H (-2.3768, -1.6293, -0.9205)
H (-1.2092, -0.2781, -1.5113)
H (-2.0727, -0.7297, 1.3971)
H (2.0523, -1.4532, 0.7381)
H (3.8927, -0.0499, -0.7958)
H (-0.9943, 2.3572, 1.5519)
H (-0.3138, 1.7445, -0.7856)

Löwdin charges in e: -0.176, -0.412, -0.159, -0.003, 0.686, 0.071, 0.040, 0.038, 0.032, 0.120, -0.142, -0.095

Quick one: most stable of them? 1